Entry 1:
An isolated ion of composition C5H10NOS and charge +1 at a distorted geometry. Source: the OMol25 dataset; level of theory: wB97M-V/def2-TZVPD.

- orbital gap (alpha / beta) (eV) = 7.7 / 7.7
- net charge = +1
- ΔE to the lowest compared entry with this formula, charge and spin (eV) = 6.518
- E (Eh) = -724.1969

```
18
C5H10NOS wB97M-V/def2-TZVPD
C -1.013 1.504 1.213
H -1.725 1.624 2.040
H -0.621 -2.390 0.150
H 1.698 -3.459 0.713
H 1.048 -0.197 1.263
C 0.345 -2.037 0.445
H 0.767 1.986 -1.977
H 0.396 1.178 -3.536
H 0.072 -0.767 2.254
H -0.017 1.820 1.674
S 0.865 -1.314 -1.388
N 0.160 -0.669 1.247
H -0.875 1.812 -2.436
O 1.238 -2.737 1.103
C -1.049 0.135 0.767
C 0.045 0.096 -1.534
H -1.406 2.141 0.447
C 0.073 1.275 -2.446
```

Entry 2:
One molecule with the formula C5H10NP at a distorted geometry. Source: the OMol25 dataset; level of theory: wB97M-V/def2-TZVPD.

- SMILES = PN1CCC12CC2
- orbital gap (eV) = 9.5
- ΔE to the lowest compared entry with this formula, charge and spin (eV) = 3.017
- E (Eh) = -592.4686

```
17
C5H10NP wB97M-V/def2-TZVPD
H 0.410 -2.521 -0.899
H -2.052 1.683 -0.850
C -1.077 -1.023 -0.068
H -1.638 -1.126 0.806
H 0.495 1.958 0.875
C 0.191 -1.763 -0.122
H 2.893 -1.113 -0.261
P 2.383 0.210 0.044
H 2.073 -0.196 1.536
H 0.597 -1.892 0.893
N 0.979 -0.272 -0.626
C -0.946 1.617 -0.777
C -0.354 0.247 -0.248
C -0.510 1.427 0.614
H -1.340 1.572 1.418
H -1.814 -1.126 -1.005
H -0.290 2.317 -1.330
```

Entry 3:
An isolated ion of composition C5H10NS and charge +1 at a distorted geometry. Source: the OMol25 dataset; level of theory: wB97M-V/def2-TZVPD.

- SMILES = C[N+]1(C)C[C@H]1C=S
- orbital gap (eV) = 8.3
- net charge = +1
- ΔE to the lowest compared entry with this formula, charge and spin (eV) = 3.449
- E (Eh) = -649.0986

```
17
C5H10NS wB97M-V/def2-TZVPD
C -0.155 0.751 1.184
H 1.836 -1.262 0.914
C -0.486 -1.389 -0.222
S 3.509 -0.087 -0.324
H -0.214 -1.998 0.607
H 0.233 -1.665 -1.052
C 0.926 0.652 0.225
H -1.471 -1.789 -0.346
N -0.430 -0.005 -0.053
H -0.735 1.774 1.379
C 2.091 -0.335 0.408
H -1.229 0.309 -1.893
C -1.323 0.784 -0.915
H -0.227 0.117 2.069
H 0.964 1.482 -0.573
H -1.016 1.885 -0.980
H -2.274 0.779 -0.426
```

Entry 4:
C5H10NS as an isolated structure at a distorted geometry. Source: the OMol25 dataset; level of theory: wB97M-V/def2-TZVPD.

- orbital gap (eV) = 8.8
- net charge = +1
- ΔE to the lowest compared entry with this formula, charge and spin (eV) = 2.819
- E (Eh) = -649.1218

```
17
C5H10NS wB97M-V/def2-TZVPD
H 1.363 -0.427 1.132
H -0.945 1.646 -2.003
H 1.381 0.239 -1.273
H 0.745 -2.444 -0.816
H -0.697 -2.682 0.237
H -0.573 2.452 -0.720
C -0.631 1.410 -0.967
C -0.497 -0.742 -0.498
H -0.045 1.686 2.357
C 0.487 0.394 -0.621
S -1.800 0.251 -0.109
H 1.698 1.311 0.773
N -0.086 0.942 1.665
C 0.993 0.565 0.834
C -0.295 -2.171 -0.594
H -0.397 0.065 2.171
H -0.701 -2.496 -1.568
```

Entry 5:
An isolated ion of composition C5H10NS and charge +1 at a distorted geometry. Source: the OMol25 dataset; level of theory: wB97M-V/def2-TZVPD.

- orbital gap (alpha / beta) (eV) = 7.5 / 7.5
- net charge = +1
- ΔE to the lowest compared entry with this formula, charge and spin (eV) = 4.384
- E (Eh) = -649.0643

```
17
C5H10NS wB97M-V/def2-TZVPD
H 2.663 -2.834 0.821
C -1.417 -0.572 -0.865
H -0.792 2.106 0.812
H -1.062 -1.641 -0.703
C -0.146 1.483 0.157
H -0.688 -0.223 0.998
H 1.658 0.985 1.400
H -2.470 -0.547 -0.880
H -0.232 1.809 -0.936
H 1.000 -2.510 0.110
C 1.358 1.577 0.503
S 2.387 0.527 -0.614
C 2.114 -0.891 -0.017
H -1.071 -0.246 -1.868
N -0.565 0.049 0.088
C 1.921 -2.130 0.274
H 1.548 2.623 0.347
```

Entry 6:
An isolated ion of composition C5H10NS and charge +1 at a distorted geometry. Source: the OMol25 dataset; level of theory: wB97M-V/def2-TZVPD.

- SMILES = C[NH2+][C@@]1(C)[C@@H]2S[C@@H]21
- orbital gap (eV) = 8.8
- net charge = +1
- ΔE to the lowest compared entry with this formula, charge and spin (eV) = 3.973
- E (Eh) = -649.0794

```
17
C5H10NS wB97M-V/def2-TZVPD
C -0.998 1.032 -1.224
H 1.579 1.751 0.204
H -0.932 -2.227 0.120
H -2.838 0.969 0.233
H 1.666 0.062 -0.435
H 0.182 -0.620 1.440
C -2.112 0.591 -0.371
H 0.067 -1.833 -1.379
C -0.830 -0.167 -0.280
N 0.109 0.259 0.855
C 1.446 0.686 0.412
C -0.808 -1.600 -0.704
H 2.272 0.624 1.251
S -2.421 0.541 -2.125
H -0.289 0.978 1.604
H -1.668 -1.725 -1.405
H -0.318 1.752 -1.614
```